No. 1
108
Properties=species:S:1:pos:R:3:forces:R:3 method="wB97M-V/def2-TZVPD" spin_multiplicity=5 total_charge=+4 orbital_gap_ha="0.2224 / 0.1785" energy_ev=-89394.271 homo_energy_ev="-19.124 / -19.215" e_lumo_ev="-13.0718 / -14.3592"
Os -0.379112 -0.156675 -1.754534 -0.4 -0.4 -1.2
C 4.614827 -0.655101 -0.643146 0.0 -0.1 -0.1
C 3.551547 -0.090529 0.240885 -0.1 -0.1 -0.1
C 3.826743 0.637421 1.375050 -0.2 -0.1 0.0
C 2.778432 1.188678 2.135907 0.4 0.0 -0.1
N 1.512631 0.954795 1.808210 -0.5 0.1 0.1
N 1.229780 0.250519 0.737354 0.5 -0.1 -0.4
B -0.265099 -0.111681 0.392724 0.0 0.1 1.1
N -1.326581 0.879701 0.999633 -0.3 0.3 -0.6
N -1.404374 0.970731 2.320891 0.2 -0.4 0.3
C -2.353010 1.707462 2.873744 -0.3 0.1 -0.1
C -3.306764 2.368839 2.068391 0.1 -0.1 -0.2
C -3.212752 2.327300 0.701381 0.1 0.0 -0.1
C -4.161488 3.045335 -0.201056 0.0 0.0 -0.2
C -2.161662 1.546530 0.182492 -0.1 0.1 0.7
S -1.966244 1.435684 -1.541655 0.4 -0.1 -0.3
C -2.436122 1.862965 4.373141 0.0 -0.2 0.4
C -3.817256 1.390944 4.868259 0.0 0.1 -0.2
C -2.260157 3.356902 4.702268 0.0 0.0 -0.1
C -1.359839 1.044559 5.079993 0.0 0.1 -0.2
N -0.532547 -1.575324 0.892175 -0.2 -0.3 -0.4
N -0.056345 -1.869723 2.088467 0.3 0.3 0.2
C -0.235828 -3.078595 2.582728 -0.1 -0.4 0.0
C -0.965199 -4.050492 1.853785 0.0 0.3 -0.1
C -1.455236 -3.761777 0.602956 0.0 0.1 0.0
C -2.202225 -4.740087 -0.242092 -0.1 0.0 -0.1
C -1.181492 -2.461675 0.128450 0.3 -0.4 0.5
S -1.680414 -1.983569 -1.470014 0.1 0.6 -0.1
C 0.377050 -3.428831 3.917092 0.3 0.2 0.2
C 1.097228 -2.218361 4.520817 -0.2 -0.1 -0.1
C 1.409605 -4.548194 3.673134 -0.1 0.0 -0.1
C -0.716952 -3.923802 4.873643 -0.1 0.0 -0.1
C 2.191227 -0.247246 -0.071659 0.2 0.3 0.5
S 1.701477 -1.083072 -1.516228 -0.4 -0.1 0.0
C 3.040147 2.037598 3.359455 -0.1 0.2 0.2
C 2.107860 3.261505 3.313505 0.0 -0.2 -0.1
C 2.768063 1.140094 4.582596 0.0 0.0 -0.1
C 4.488892 2.533176 3.420392 -0.1 -0.1 -0.2
H 5.605358 -0.432188 -0.255799 0.0 0.0 0.0
H 4.538040 -0.240839 -1.651002 0.1 0.0 0.0
H 4.512777 -1.740162 -0.726887 0.0 0.0 0.0
H 4.855217 0.804138 1.667292 0.0 0.0 0.0
H -4.124364 2.908470 2.527957 0.1 0.1 0.0
H -4.877244 3.626147 0.374666 0.0 0.0 0.0
H -4.717474 2.341790 -0.825478 0.0 0.0 0.0
H -3.625413 3.722505 -0.870002 0.0 0.1 0.0
H -4.632209 1.978426 4.441901 0.0 -0.1 0.0
H -3.865722 1.517087 5.948389 0.0 0.0 0.0
H -3.979542 0.336268 4.641310 0.0 0.0 0.0
H -3.074256 3.964597 4.304179 0.0 0.0 0.0
H -1.317810 3.744654 4.309591 0.0 0.0 0.0
H -2.255941 3.484212 5.783875 0.0 0.0 0.0
H -1.416905 -0.006610 4.795039 0.0 0.0 0.1
H -1.484753 1.124130 6.158250 0.0 0.0 0.0
H -0.376045 1.427775 4.824232 0.2 -0.1 0.0
H -1.114386 -5.037427 2.271984 0.0 0.0 0.0
H -2.326793 -5.687864 0.274866 0.0 0.0 0.0
H -1.674541 -4.928701 -1.180632 0.0 0.0 0.0
H -3.192919 -4.353202 -0.495873 0.0 0.0 0.0
H 1.895807 -1.881670 3.857409 0.0 0.1 0.1
H 1.536332 -2.497948 5.476550 0.0 0.0 0.0
H 0.401410 -1.395576 4.688458 0.1 0.1 0.0
H 2.173975 -4.230275 2.960776 0.0 0.0 0.0
H 0.946502 -5.465182 3.304640 0.0 0.0 0.0
H 1.902897 -4.789083 4.613615 0.0 0.0 0.0
H -1.510163 -3.184332 4.997708 0.0 0.0 0.0
H -0.276638 -4.119134 5.850124 0.0 0.0 0.0
H -1.170104 -4.857518 4.535890 0.0 0.0 0.0
H 1.069368 2.957010 3.192668 -0.1 0.0 0.1
H 2.378560 3.905195 2.473467 0.0 0.0 0.0
H 2.209642 3.844485 4.227349 0.0 0.0 0.0
H 1.792048 0.663941 4.513309 -0.1 0.0 0.1
H 2.817433 1.738749 5.491660 0.0 0.0 0.0
H 3.521184 0.353093 4.657807 0.0 0.0 0.0
H 4.760112 3.084639 2.516998 0.1 0.0 0.0
H 5.197262 1.719747 3.585522 0.0 0.0 0.0
H 4.594141 3.219642 4.258639 0.0 0.0 0.0
C -2.624871 -0.680213 -7.093322 -0.3 0.0 -0.3
C -1.137839 -0.886839 -7.090991 0.3 0.3 1.0
C -0.679122 -2.316309 -7.116354 0.0 -0.3 -0.3
Sb -0.261730 0.116321 -5.168731 0.6 0.4 -0.8
C -0.808808 2.352779 -5.139464 -0.1 -0.5 0.4
C -0.108936 3.025379 -6.293265 0.2 -0.1 -0.2
C -2.319429 2.486838 -5.145316 0.0 0.1 0.0
C 1.992474 -0.203025 -5.130728 -0.7 0.0 0.3
C 2.602841 0.470080 -6.340663 0.0 0.1 -0.2
C 2.296836 -1.687509 -5.018508 0.1 0.0 0.1
H -2.999290 -1.018229 -8.066653 0.0 0.0 0.0
H -2.920784 0.361832 -6.995789 0.0 0.0 0.0
H -3.133195 -1.283915 -6.341736 0.0 0.0 0.1
H -0.613595 -0.254253 -7.810555 0.0 0.0 0.0
H -1.163816 -2.925719 -6.353661 0.0 0.0 0.1
H 0.400855 -2.427224 -7.051277 0.0 0.0 0.0
H -0.976544 -2.737965 -8.083555 0.0 0.0 0.0
H -0.384093 2.656550 -4.181888 0.0 0.0 0.0
H -0.419314 2.640066 -7.266040 0.0 0.0 0.0
H 0.976153 2.987006 -6.217427 0.0 0.0 0.0
H -0.392913 4.084293 -6.279320 0.0 0.0 0.1
H -2.730183 2.363129 -6.146030 0.0 -0.1 0.0
H -2.577107 3.499455 -4.822985 0.0 0.0 0.0
H -2.816922 1.791990 -4.466754 -0.1 0.0 0.0
H 2.264125 0.323556 -4.213868 0.0 0.0 0.0
H 2.191070 0.107287 -7.284268 0.0 0.0 0.0
H 3.671489 0.231724 -6.361203 0.0 0.0 0.0
H 2.515237 1.554130 -6.304184 0.0 0.0 -0.1
H 2.220623 -2.187101 -5.982433 0.0 0.0 0.0
H 1.654395 -2.204730 -4.301885 0.0 -0.1 0.0
H 3.328727 -1.814425 -4.680737 0.0 0.0 0.0

No. 2
112
Properties=species:S:1:pos:R:3:forces:R:3 method="wB97M-V/def2-TZVPD" spin_multiplicity=1 orbital_gap_ha=0.3082 energy_ev=-201178.725 homo_energy_ev=-8.628 e_lumo_ev=-0.2411 de_lowest_kcal_mol=0.0
C 4.412629 -4.586955 1.498300 0.2 0.0 -0.1
C 5.500264 -4.608295 0.411555 -0.2 0.4 0.0
C 6.003527 -3.203053 0.073828 -0.2 -0.3 -0.1
C 6.971152 -3.185943 -1.108470 0.3 0.0 0.3
C 7.928240 -1.977910 -1.137945 -0.3 0.1 0.0
C 7.629026 -0.896118 -2.191042 0.3 -0.3 0.1
C 6.157037 -0.569350 -2.405514 0.0 0.4 0.0
C 5.493095 0.021006 -1.149387 0.5 0.0 0.1
C 5.203508 1.531456 -1.251273 0.1 -0.3 -0.2
C 3.986021 1.990139 -0.501976 0.3 0.2 0.2
C 4.087071 2.765086 0.693714 0.1 0.1 -0.2
C 5.375035 3.204064 1.335577 -0.1 -0.2 0.1
Br 6.351986 4.436678 0.161944 0.1 0.1 0.0
C 6.287590 2.128852 1.988685 0.2 0.4 -0.1
C 7.628918 1.823386 1.358884 0.1 -0.5 0.2
Br 5.305684 0.470522 2.321481 -0.1 -0.1 0.1
C 2.948718 3.169374 1.332804 -0.2 0.1 0.3
O 3.010449 3.931923 2.473862 0.3 0.0 0.0
C 1.675148 2.839940 0.824427 -0.2 -0.1 0.0
N 0.563890 3.260921 1.486470 0.1 0.0 0.0
C -0.587021 2.920720 0.988766 0.1 0.0 0.1
C -1.820521 3.366806 1.716100 -0.1 0.0 0.2
C -2.669179 4.304135 0.909531 0.1 0.2 -0.5
O -2.318707 5.125395 0.125534 -0.3 -0.5 0.5
F -3.988183 4.103740 1.165234 0.2 0.3 0.0
C -0.686653 2.119032 -0.190716 -0.1 -0.1 -0.1
C -2.028470 1.714867 -0.745289 0.1 0.0 -0.3
O -2.818979 1.030750 0.200576 0.0 0.1 -0.1
C -2.711121 -0.393527 0.179752 -0.2 0.1 0.2
C -4.009211 -1.032548 -0.311670 0.2 -0.1 -0.2
O -3.865181 -1.725678 -1.539109 -0.1 0.0 -0.2
C -3.295249 -3.018489 -1.388955 -0.1 0.1 -0.3
C -3.472851 -3.788327 -2.698731 0.1 0.2 0.3
N 0.368664 1.704375 -0.825715 0.1 0.1 0.0
C 1.586588 2.066962 -0.337387 -0.1 0.0 0.1
C 2.761320 1.637554 -0.998111 -0.2 -0.2 -0.3
C 2.596054 0.748179 -2.193099 -0.2 0.0 0.0
B 2.329532 -0.767211 -1.792253 0.1 0.1 0.1
O 2.027135 -1.137922 -0.496122 0.5 -0.5 -0.2
O 2.357578 -1.761339 -2.727854 -0.4 0.0 0.0
H 4.805648 -4.951086 2.444406 -0.1 0.0 0.1
H 3.550600 -5.188335 1.222697 0.0 -0.1 0.1
H 4.054414 -3.570920 1.659539 -0.1 0.1 0.0
H 5.104441 -5.053965 -0.500547 0.1 -0.2 -0.1
H 6.351393 -5.196232 0.751871 0.0 -0.2 -0.1
H 6.492580 -2.791596 0.959093 0.0 0.2 0.1
H 5.124764 -2.592982 -0.141639 0.0 0.2 0.0
H 7.580805 -4.087351 -1.025308 0.0 -0.1 -0.1
H 6.411979 -3.261918 -2.039460 0.0 -0.1 -0.1
H 7.927372 -1.508739 -0.152098 0.0 0.0 0.1
H 8.941372 -2.347791 -1.284502 0.1 0.1 -0.1
H 8.091974 -1.190530 -3.134332 -0.1 0.0 -0.1
H 8.144408 0.016840 -1.880966 0.1 0.1 -0.1
H 6.116794 0.177774 -3.201312 -0.1 0.0 -0.1
H 5.610318 -1.434162 -2.777065 0.0 -0.1 0.1
H 6.192681 -0.124792 -0.326170 -0.2 -0.1 0.1
H 4.606895 -0.541620 -0.862255 -0.1 0.1 -0.1
H 6.087540 2.079752 -0.954907 0.1 0.1 0.1
H 5.066944 1.764785 -2.307903 -0.1 0.2 0.0
H 5.084279 3.858616 2.143634 0.0 0.1 0.0
H 6.485224 2.484940 2.994321 0.0 0.0 0.1
H 7.553995 1.408829 0.357720 0.0 0.2 -0.1
H 8.129213 1.079284 1.977092 0.0 -0.1 0.0
H 8.254457 2.710967 1.367269 0.0 0.1 -0.2
H 2.617594 3.439982 3.201919 -0.3 0.1 0.0
H -2.410897 2.507853 2.022819 -0.1 0.0 -0.1
H -1.522988 3.904092 2.616298 0.1 0.1 0.0
H -1.845975 1.113858 -1.636238 0.0 -0.1 0.0
H -2.570233 2.601842 -1.081646 -0.1 0.0 0.1
H -2.516647 -0.701290 1.207246 0.1 0.0 0.1
H -1.873624 -0.714863 -0.438587 0.1 0.0 -0.1
H -4.738224 -0.245195 -0.493094 0.1 0.1 -0.1
H -4.415036 -1.705510 0.448010 0.4 0.3 -0.4
H -2.231408 -2.925828 -1.155875 0.1 0.0 0.2
H -3.807618 -3.532247 -0.572622 0.1 0.0 0.2
H -2.514009 -4.117877 -3.087688 0.0 -0.1 -0.1
H -3.934983 -3.126863 -3.426191 0.0 0.0 -0.1
H -4.117636 -4.649017 -2.548904 0.0 -0.1 -0.1
H 3.421211 0.844182 -2.896665 0.1 -0.1 0.0
H 1.697371 1.055909 -2.733194 -0.1 0.0 0.0
H 2.739563 -0.921145 0.114060 -0.3 0.3 0.2
H 2.333700 -1.422618 -3.626634 0.2 0.0 -0.1
C -9.094485 2.733508 0.308581 0.1 0.1 0.0
C -8.659094 2.047744 -0.976373 -0.1 -0.1 0.0
O -8.070072 2.912754 -1.926923 -0.1 0.1 0.0
C -6.873788 3.538439 -1.491323 0.1 0.0 0.0
C -5.795922 2.543545 -1.095760 -0.1 -0.1 0.0
H -9.729260 3.591531 0.084548 0.0 0.0 0.0
H -9.654119 2.036354 0.933539 0.0 0.0 0.0
H -8.242949 3.089056 0.891178 0.0 0.0 0.0
H -9.529968 1.616031 -1.470485 0.0 0.0 -0.1
H -7.973068 1.223580 -0.754760 -0.1 0.0 0.0
H -7.072331 4.228050 -0.663238 0.0 0.0 0.0
H -6.542360 4.144787 -2.333948 0.0 0.0 0.0
H -6.066229 2.006371 -0.184894 0.1 0.0 0.0
H -4.852070 3.048009 -0.903456 0.0 0.1 0.0
H -5.646114 1.804959 -1.885954 0.0 0.0 0.0
C -6.388066 -3.483374 3.731019 -0.1 0.0 -0.1
C -5.304031 -2.691753 3.019414 0.0 0.0 0.2
O -5.411474 -2.711636 1.606980 -0.4 -0.4 0.5
C -6.599221 -2.151062 1.073369 -0.3 0.0 -0.1
C -6.781929 -0.677825 1.396491 0.1 0.0 0.2
H -6.451023 -4.492928 3.323319 0.0 0.0 0.0
H -6.163745 -3.548714 4.795871 0.0 0.0 0.0
H -7.369086 -3.017268 3.628419 0.0 0.0 0.0
H -4.328899 -3.129191 3.234765 0.0 0.0 0.0
H -5.278215 -1.660070 3.388927 0.0 0.0 0.0
H -7.475330 -2.726290 1.392298 0.0 0.0 0.0
H -6.512460 -2.281202 -0.006193 0.0 0.0 0.0
H -6.977386 -0.510197 2.456976 -0.1 0.0 0.0
H -7.627156 -0.275762 0.838403 0.0 0.0 0.0
H -5.884936 -0.115679 1.130614 -0.2 0.0 0.1